1.
Below is a cluster of 2 separate species, C5H13ClP in total in a non-equilibrium geometry, with properties calculated with wB97M-V/def2-TZVPD.

The value obtained for the energy above the lowest of the compared OMol25 structures with the same formula, charge and spin is 51.84 kcal/mol. The value obtained for the largest force on an atom is 0.13508 hartree/bohr. Its net charge is +1. The value obtained for the HOMO-LUMO gap is 0.331 hartree. The energy is -27198.1161 eV. The HOMO energy is -13.709 eV.

Atoms and positions in Å:
C -0.515 1.038 1.696
C -0.556 1.571 -1.157
C -2.108 -0.694 0.048
C 1.244 -1.440 -0.629
C 2.371 -1.070 0.144
P -0.629 0.239 0.089
Cl 2.512 0.682 0.270
H 0.323 1.782 1.619
H -0.037 0.289 2.344
H -1.566 1.324 1.845
H 0.386 1.570 -1.577
H -0.818 2.584 -0.738
H -1.223 1.185 -1.944
H -2.118 -1.228 -0.955
H -3.027 -0.111 -0.030
H -1.903 -1.631 0.611
H 0.732 -2.307 -0.562
H 1.214 -0.938 -1.696
H 3.207 -1.368 -0.507
H 2.512 -1.475 1.126

***

2.
Below is a cluster of 2 separate species, C5H9NO3 in total in a non-equilibrium geometry, with properties calculated with wB97M-V/def2-TZVPD.

The value obtained for the energy above the lowest of the compared OMol25 structures with the same formula, charge and spin is 90.20 kcal/mol. The value obtained for the largest force on an atom is 0.11160 hartree/bohr. The value obtained for the HOMO-LUMO gap (alpha / beta) is 0.271 / 0.271 hartree. The energy is -12960.7949 eV. The HOMO energy (alpha / beta) is -8.021 / -8.020 eV. The SMILES is CC(C)=C=O.NC(=O)O.

Atoms and positions in Å:
C 1.693 -0.838 0.887
C 0.546 -0.810 -0.064
C 0.826 -0.814 -1.527
C -0.752 -0.888 0.388
O -1.540 -1.478 1.055
H 2.519 -0.216 0.536
H 2.065 -1.868 0.952
H 1.399 -0.520 1.889
H 0.827 -1.854 -1.877
H 0.041 -0.287 -2.074
H 1.796 -0.369 -1.762
N -0.328 1.704 0.153
C -1.568 1.042 -0.105
O -2.010 1.054 -1.268
O -2.417 1.275 0.956
H -0.128 2.411 -0.548
H -0.179 2.008 1.108
H -2.791 0.447 1.301

***

3.
Below is a cluster of 2 separate species, C4H13NS in total in a non-equilibrium geometry, with properties calculated with wB97M-V/def2-TZVPD.

The value obtained for the energy above the lowest of the compared OMol25 structures with the same formula, charge and spin is 25.01 kcal/mol. The value obtained for the largest force on an atom is 0.06941 hartree/bohr. The value obtained for the HOMO-LUMO gap is 0.364 hartree. The energy is -16683.0057 eV. The HOMO energy is -9.250 eV. The SMILES is CCN.CCS.

Atoms and positions in Å:
C -2.126 -2.327 -0.099
C -2.609 -0.908 0.100
N -1.708 0.083 -0.575
H -1.963 -2.475 -1.172
H -1.062 -2.488 0.374
H -2.833 -2.935 0.334
H -3.702 -0.785 -0.237
H -2.463 -0.673 1.198
H -1.409 -0.289 -1.487
H -0.722 0.158 -0.122
C 1.981 2.421 0.035
C 2.677 1.150 0.502
S 2.804 -0.330 -0.666
H 0.916 2.195 -0.334
H 2.447 2.788 -0.859
H 2.146 3.194 0.786
H 2.214 0.776 1.451
H 3.686 1.421 0.786
H 1.726 -0.977 -0.016

***

4.
Below is a structure of composition C9H14N2PY in a non-equilibrium geometry, with properties calculated with wB97M-V/def2-TZVPD.

The value obtained for the energy above the lowest of the compared OMol25 structures with the same formula, charge and spin is 23.80 kcal/mol. The value obtained for the largest force on an atom is 0.06785 hartree/bohr. The value obtained for the HOMO-LUMO gap (alpha / beta) is 0.165 / 0.163 hartree. The energy is -22864.2377 eV. The HOMO energy (alpha / beta) is -5.415 / -5.411 eV.

Atoms and positions in Å:
C 1.188 -0.778 -1.866
C 1.684 -0.474 -3.148
C 0.686 0.224 -3.895
C -0.485 0.375 -3.093
C -0.268 -0.212 -1.832
Y 0.168 -1.427 1.525
P 0.379 0.395 3.517
H 1.691 -1.310 -1.048
H 2.678 -0.731 -3.513
H 0.801 0.584 -4.915
H -0.963 -0.294 -0.987
H -1.406 0.867 -3.403
H 0.109 1.796 3.334
H 1.737 0.559 3.980
H -0.209 0.265 4.822
C -3.920 -1.614 3.919
N -3.236 -1.029 2.771
C -3.566 0.141 2.109
C -2.696 0.296 1.086
N -1.791 -0.751 1.135
C -2.157 -1.559 2.181
H -3.249 -1.649 4.788
H -4.799 -1.010 4.169
H -4.242 -2.638 3.688
H -4.409 0.753 2.402
H -2.606 1.025 0.307
H -1.830 -2.603 2.320

***

5.
Below is a cluster of 2 separate species, ClHIOPS in total in a non-equilibrium geometry, with properties calculated with wB97M-V/def2-TZVPD.

The value obtained for the energy above the lowest of the compared OMol25 structures with the same formula, charge and spin is 78.08 kcal/mol. The value obtained for the largest force on an atom is 0.02255 hartree/bohr. The value obtained for the HOMO-LUMO gap (alpha / beta) is 0.243 / 0.246 hartree. The energy is -42809.7287 eV. The HOMO energy (alpha / beta) is -9.194 / -9.579 eV.

Atoms and positions in Å:
O 0.625 -0.073 0.187
P 1.607 1.146 -0.197
S -0.346 3.107 -1.110
Cl 1.754 2.080 1.565
I 3.690 -0.140 -0.282
H -0.300 -0.014 -0.068

***

6.
Below is a cluster of 2 separate species, C7H19N3O in total in a non-equilibrium geometry, with properties calculated with wB97M-V/def2-TZVPD.

The value obtained for the energy above the lowest of the compared OMol25 structures with the same formula, charge and spin is 99.07 kcal/mol. The value obtained for the largest force on an atom is 0.08977 hartree/bohr. The value obtained for the HOMO-LUMO gap is 0.288 hartree. The energy is -14079.0305 eV. The HOMO energy is -7.045 eV.

Atoms and positions in Å:
C -1.054 -0.057 -2.595
C 3.513 -0.693 -0.760
C -3.039 -0.233 2.258
C -1.274 -0.074 -1.142
C 2.231 0.136 -1.024
C -0.142 0.618 -0.333
C 1.109 -0.115 0.049
N -0.107 1.479 2.394
N -1.646 -0.069 1.873
N -1.101 1.135 1.497
O 0.703 -1.422 0.206
H -0.055 -0.589 -2.877
H -1.881 -0.670 -2.884
H -1.204 0.819 -3.278
H 3.823 -0.238 0.195
H 4.207 -0.600 -1.611
H 3.153 -1.773 -0.650
H -3.377 -1.241 2.317
H -3.461 0.442 3.033
H -3.539 0.354 1.427
H -1.135 -1.113 -0.687
H -2.328 0.183 -0.910
H 1.983 0.023 -2.153
H 2.424 1.173 -0.836
H 0.169 1.629 -0.618
H 1.554 0.280 0.957
H 0.198 2.463 2.172
H 0.668 0.832 2.336
H -0.991 -0.730 2.296
H 0.597 -1.948 -0.653

***

7.
Below is a structure of composition C8H18Cl2HoO3PS in a non-equilibrium geometry, with properties calculated with wB97M-V/def2-TZVPD.

The value obtained for the largest force on an atom is 0.10439 hartree/bohr. Its net charge is +2. The spin multiplicity is 5. The value obtained for the HOMO-LUMO gap (alpha / beta) is 0.316 / 0.320 hartree. The energy is -85684.3579 eV. The HOMO energy (alpha / beta) is -16.530 / -16.550 eV.

Atoms and positions in Å:
C -1.398 -0.349 -4.105
C -0.989 0.045 -2.735
H -0.968 0.413 -4.764
H -2.499 -0.357 -4.207
H -0.959 -1.346 -4.347
O -0.302 0.974 -2.378
Cl -1.635 -1.058 -1.562
Ho -0.275 -0.724 1.873
P 1.843 -1.306 -0.159
C 3.490 -0.547 -0.392
C 2.225 -2.832 0.766
H 0.809 -2.585 -1.998
H 2.607 -2.626 -2.031
H 1.741 -1.164 -2.609
C 1.723 -1.983 -1.869
H 1.360 -3.501 0.719
H 3.097 -3.310 0.318
H 4.156 -1.264 -0.897
H 3.917 -0.253 0.574
H 2.448 -2.610 1.812
H 3.395 0.345 -1.030
C 1.224 0.928 1.279
O 1.783 1.900 1.027
Cl -0.326 -1.186 4.195
C -3.477 2.570 1.127
S -1.789 2.401 1.707
C -1.993 2.649 3.476
O -1.682 0.833 1.701
H -3.762 3.620 1.232
H -4.154 1.921 1.696
H -3.529 2.307 0.063
H -2.997 2.333 3.796
H -1.252 2.051 4.022
H -1.833 3.710 3.701

***

8.
Below is a cluster of 2 separate species, C2HNOS in total in a non-equilibrium geometry, with properties calculated with wB97M-V/def2-TZVPD.

The value obtained for the energy above the lowest of the compared OMol25 structures with the same formula, charge and spin is 112.81 kcal/mol. The value obtained for the largest force on an atom is 0.20905 hartree/bohr. The value obtained for the HOMO-LUMO gap (alpha / beta) is 0.260 / 0.260 hartree. The energy is -16457.6414 eV. The HOMO energy (alpha / beta) is -11.529 / -11.529 eV.

Atoms and positions in Å:
C -0.803 -2.615 -0.079
C -0.717 0.503 0.080
N 0.037 -3.328 -0.094
O -0.657 1.707 0.083
S -2.192 -0.261 -0.188
H 0.084 -0.219 -0.046